ORCA calculation (ωB97M-V with the def2-TZVPD basis set) on a cluster of 3 separate species, C18H40ClN2 in total in a non-equilibrium geometry.

Geometry (Å):
C (0.48367, -3.26802, 1.30799)
C (-0.68716, -2.73362, 2.12783)
C (-0.85924, -1.22923, 1.99258)
N (-2.04091, -0.70484, 2.76847)
C (-1.73957, -0.72486, 4.28713)
C (-2.98015, -0.48857, 5.11915)
C (-4.10965, -1.43624, 4.78316)
C (-4.53940, -1.19185, 3.35195)
C (-3.34146, -1.41746, 2.42299)
C (-2.29465, 0.71921, 2.40780)
H (0.82916, -4.25988, 1.57474)
H (1.31760, -2.56925, 1.44989)
H (0.25423, -3.18016, 0.24404)
H (-0.60430, -3.06432, 3.16154)
H (-1.57174, -3.20095, 1.68328)
H (-0.96791, -0.86762, 0.97240)
H (-0.01249, -0.71528, 2.45604)
H (-1.20297, -1.64939, 4.48510)
H (-1.08486, 0.12225, 4.49621)
H (-2.63252, -0.65899, 6.13941)
H (-3.25200, 0.54112, 4.89313)
H (-3.75740, -2.46937, 4.88134)
H (-4.98888, -1.41460, 5.42736)
H (-5.36841, -1.81306, 3.01422)
H (-4.86528, -0.17451, 3.10596)
H (-3.18350, -2.50245, 2.40762)
H (-3.57729, -1.28332, 1.36518)
H (-1.32783, 1.20984, 2.51242)
H (-3.08773, 1.17251, 2.98521)
H (-2.49797, 0.87681, 1.34633)
C (4.18643, 2.22020, -5.70464)
C (2.77127, 1.88142, -5.19653)
C (2.58563, 2.00558, -3.69093)
N (1.32743, 1.42960, -3.07527)
C (1.30107, -0.09315, -3.08226)
C (2.22080, -0.81197, -2.08951)
C (2.31545, -0.23007, -0.67953)
C (2.33380, 1.29412, -0.74508)
C (1.24593, 1.86881, -1.61710)
C (0.11881, 1.87818, -3.81567)
H (4.19154, 2.05169, -6.77597)
H (4.87693, 1.55926, -5.17300)
H (4.49255, 3.23557, -5.46218)
H (2.39290, 0.96497, -5.65054)
H (2.17086, 2.66942, -5.66956)
H (2.53290, 3.04968, -3.38897)
H (3.40511, 1.50109, -3.18066)
H (1.54592, -0.38740, -4.09709)
H (0.31342, -0.32878, -2.68075)
H (3.22279, -0.85599, -2.52699)
H (1.87798, -1.84126, -1.98028)
H (3.21146, -0.44483, -0.09651)
H (1.48307, -0.53340, -0.04269)
H (3.32359, 1.65213, -1.03549)
H (2.14367, 1.71964, 0.24450)
H (1.29536, 2.95289, -1.50862)
H (0.25310, 1.55334, -1.29522)
H (-0.72947, 1.97393, -3.14014)
H (-0.13449, 1.16196, -4.59208)
H (0.30289, 2.86766, -4.22893)
Cl (1.11193, 2.41183, 2.80721)

Atoms 1-3, force components in eV/Å:
0.6 1.6 -0.1
-0.7 -0.7 -1.0
0.3 0.1 1.1

Output
Total charge: +1
Energy: -34810.5737 eV
Strongest force on any atom: 2.38 eV Å⁻¹
HOMO: -9.4051 eV

Mulliken atomic charge list, values in e, 2 entries: atom 1 (C): -1.407, atom 2 (C): -0.049

=====

ORCA calculation (ωB97M-V with the def2-TZVPD basis set) on a cluster of 4 separate species, C3H15NO3 in total in a non-equilibrium geometry.

Geometry (Å):
C (-0.91079, -1.02264, -1.74806)
C (-0.43269, -0.49934, -0.35624)
C (-1.37927, -0.82807, 0.70678)
N (0.86420, -1.09168, -0.05073)
H (-2.07036, -0.79471, -1.88874)
H (-0.28150, -0.56467, -2.58023)
H (-0.65703, -2.18597, -1.78955)
H (-0.23921, 0.59599, -0.43780)
H (-1.05166, -0.42924, 1.71796)
H (-2.45145, -0.43153, 0.54477)
H (-1.49327, -1.84738, 0.83636)
H (1.48318, -1.13426, -0.86102)
H (0.67992, -2.08697, -0.00060)
O (2.12836, 2.52814, 2.53968)
H (1.92505, 1.60254, 2.64086)
H (2.98078, 2.69963, 3.08689)
O (1.60414, -0.32695, 2.37816)
H (1.49455, -0.70781, 1.48357)
H (1.33227, 0.28306, 3.12001)
O (-1.54666, 2.07504, -3.03168)
H (-0.83883, 1.80229, -2.44173)
H (-1.13974, 2.36449, -3.86867)

Atoms 1-3, force components in eV/Å:
-0.6 -0.9 -0.4
0.8 1.0 -2.5
-2.3 2.8 2.4

Output
SMILES: CC(C)N.O.O.O
Energy: -10985.2484 eV
Strongest force on any atom: 4.33 eV Å⁻¹
HOMO: -10.2166 eV

Mulliken atomic charge list, values in e, 2 entries: atom 1 (C): -1.161, atom 2 (C): 0.630